1.
Formula: C20H29MnO3PTe
Source: the Open Molecules 2025 dataset
Level of theory: ωB97M-V/def2-TZVPD

Output
HOMO level (spin up / spin down) = -14.52 / -14.52 eV
HOMO-LUMO gap (spin up / spin down) = 8.1 / 7.4 eV
⟨S²⟩ = 0.78
molar mass = 530.96 g mol⁻¹
calculated total energy = -75241.3023 eV

Structure (ORCA input):
```
! RIJCOSX wB97M-V def2-TZVPD def2/J DEFGRID3
* xyz 2 2
Mn -0.2255 0.3881 1.1366
C 2.7745 -1.2489 1.5832
C 1.9801 0.0180 1.5092
C 1.3389 0.5441 2.6592
C 0.6901 1.7907 2.6442
C 0.1098 2.3823 3.8916
C 0.5771 2.4489 1.4044
C 1.0864 1.9027 0.2147
C 0.9232 2.6099 -1.0980
C 1.8177 0.6921 0.2975
H 2.6618 -1.8392 0.6747
H 2.5040 -1.8484 2.4505
H 3.8318 -0.9928 1.6805
H 1.3871 -0.0119 3.5879
H -0.2346 1.6109 4.5790
H -0.7133 3.0598 3.6693
H 0.8821 2.9591 4.4048
H 0.0259 3.3808 1.3561
H 0.8326 1.9027 -1.9209
H 1.8018 3.2294 -1.2872
H 0.0528 3.2645 -1.0936
H 2.2225 0.2572 -0.6081
C -3.4619 1.1620 -0.8144
Te -2.6124 1.5416 1.1047
C -3.9354 0.0466 1.8612
C -4.7697 -0.3933 0.6812
C -5.7868 -1.3285 0.8712
C -6.5609 -1.7441 -0.1977
C -6.3270 -1.2257 -1.4684
C -5.3243 -0.2912 -1.6606
C -4.5409 0.1305 -0.5863
H -2.6835 0.8076 -1.4870
H -3.8577 2.1022 -1.1936
H -4.5347 0.4984 2.6493
H -3.3464 -0.7630 2.2905
H -5.9811 -1.7200 1.8626
H -7.3536 -2.4632 -0.0420
H -6.9375 -1.5404 -2.3039
H -5.1564 0.1266 -2.6456
C -2.9286 -2.9147 -0.6850
O -2.0268 -1.8236 -1.0153
P -0.7731 -1.2498 -0.2814
O 0.4556 -1.9937 -0.9345
C 0.3733 -3.2797 -1.6137
O -0.8558 -1.6941 1.2997
C -0.3659 -2.9339 1.8817
H -2.5652 -3.8096 -1.1854
H -3.9080 -2.6371 -1.0555
H -2.9646 -3.0572 0.3926
H 1.3757 -3.4952 -1.9667
H -0.3137 -3.2056 -2.4521
H 0.0497 -4.0533 -0.9190
H -0.3270 -2.7872 2.9566
H 0.6250 -3.1596 1.4936
H -1.0624 -3.7336 1.6421
*
```


2.
Formula: C20H29NO14
Source: the Open Molecules 2025 dataset
Level of theory: ωB97M-V/def2-TZVPD

Output
HOMO level = -9.71 eV
HOMO-LUMO gap = 9.2 eV
molar mass = 507.45 g mol⁻¹
calculated total energy = -51356.2880 eV

Structure (ORCA input):
```
! RIJCOSX wB97M-V def2-TZVPD def2/J DEFGRID3
* xyz 0 1
C 1.7251 -4.1322 -1.5916
C 1.8916 -2.8281 -2.1489
N 1.7628 -1.3634 -2.6181
C 0.3396 -1.0779 -3.0625
C -0.8077 -1.9833 -2.3196
C -2.3307 -1.2990 -2.4188
C -3.4772 -2.4240 -1.9826
C -2.3507 -0.1571 -1.1990
C 2.0528 -0.4878 -1.3832
O 3.0268 0.4454 -1.3784
O 1.3109 -0.6634 -0.1116
H 1.2843 -5.0809 -1.0161
H 0.3056 -1.3026 -4.2259
H 0.0453 0.0631 -2.8793
H -0.6136 -2.1154 -1.1492
H -0.8302 -3.0630 -2.7820
H -2.5231 -0.8312 -3.4808
H -2.9346 -3.4298 -1.6539
H -4.1081 -2.0487 -1.0496
H -4.2469 -2.6009 -2.8485
H -2.0553 -0.7638 -0.2197
H -3.4214 0.2928 -1.0249
H -1.5521 0.6798 -1.4110
H 0.3841 -0.3212 -0.2816
O 4.2707 2.4079 5.1326
C 4.1276 1.7925 4.0893
O 5.1539 1.2903 3.3423
C 4.5744 0.4634 2.3507
C 3.1845 0.9981 2.2269
O 2.9195 1.5172 3.5163
H 5.1325 0.5332 1.4130
H 4.5937 -0.5742 2.7001
H 3.1128 1.8110 1.4967
H 2.4613 0.2207 1.9655
O -2.3144 -2.6614 -7.2705
C -1.1092 -2.6209 -7.4537
O -0.1812 -2.4968 -6.4602
C 1.0858 -2.7162 -7.0513
C 0.8553 -2.3857 -8.4903
O -0.5129 -2.6929 -8.6796
H 1.8436 -2.0749 -6.5930
H 1.3686 -3.7636 -6.9028
H 1.0124 -1.3235 -8.7057
H 1.4827 -2.9807 -9.1596
O -2.7053 -0.4189 6.1990
C -1.5948 0.0812 6.1338
O -1.2122 0.9912 5.1909
C 0.0517 1.4887 5.5886
C 0.5927 0.3983 6.4554
O -0.5722 -0.1973 6.9943
H 0.6842 1.6809 4.7176
H -0.0938 2.4255 6.1367
H 1.1435 -0.3559 5.8835
H 1.2368 0.7809 7.2519
O -1.3552 5.2407 0.8265
C -1.8031 4.9007 1.9089
O -1.3150 5.3206 3.1126
C -2.2330 4.8918 4.1007
C -2.9202 3.7343 3.4518
O -2.8575 4.0494 2.0738
H -1.7102 4.6052 5.0173
H -2.9205 5.7141 4.3251
H -2.3962 2.7879 3.6224
H -3.9583 3.6299 3.7791
*
```


3.
Formula: C20H29NO9
Source: the Open Molecules 2025 dataset
Level of theory: ωB97M-V/def2-TZVPD

Output
HOMO level = -9.33 eV
HOMO-LUMO gap = 8.7 eV
molar mass = 427.45 g mol⁻¹
calculated total energy = -41126.0938 eV

Structure (ORCA input):
```
! RIJCOSX wB97M-V def2-TZVPD def2/J DEFGRID3
* xyz 0 1
O 2.3493 -3.4011 1.3797
C 2.0667 -2.5172 0.6947
N 1.8025 -1.5457 -0.0117
C 1.7999 -0.3851 0.8099
C 0.8161 0.4180 1.2200
C -0.5998 0.4710 0.7892
C -1.2795 -0.8012 0.2457
C -2.6763 -1.0246 0.7782
O -3.4045 -1.8474 0.2793
O -3.0358 -0.2966 1.8375
C 1.4287 1.2036 2.3268
O 0.8598 1.5024 3.3315
O 2.8156 1.1191 2.2899
C 3.0818 0.2774 1.2208
O 4.0324 0.4030 0.5167
H -0.5376 1.1386 -0.0820
H -1.1945 1.0639 1.4776
H -1.4196 -0.7219 -0.8274
H -0.7127 -1.7038 0.4498
H -3.9814 -0.4004 2.0191
C 0.7773 5.3425 -2.5913
C -0.5113 5.5867 -1.8100
C -0.9359 4.1665 -1.4630
O 0.2679 3.4042 -1.3357
C 1.3737 4.1591 -1.8419
H 1.4443 6.2024 -2.6199
H 0.5424 5.0585 -3.6194
H -0.2941 6.1484 -0.8990
H -1.2708 6.1289 -2.3706
H -1.5414 3.7259 -2.2624
H -1.4991 4.1082 -0.5305
H 1.9825 4.4916 -0.9948
H 1.9858 3.5176 -2.4762
C -0.0075 -1.4253 4.7253
C -0.2777 -2.8845 4.3605
C -1.6613 -3.1044 4.9580
O -2.3320 -1.8452 4.8975
C -1.3940 -0.8123 4.5738
H 0.7371 -0.9442 4.0964
H 0.3278 -1.3545 5.7622
H -0.3167 -2.9970 3.2730
H 0.4655 -3.5804 4.7468
H -1.5940 -3.4126 6.0072
H -2.2458 -3.8491 4.4162
H -1.5752 -0.4953 3.5486
H -1.5537 0.0411 5.2335
C 1.4668 -2.2577 -4.8640
C 0.0093 -2.5458 -5.2098
C -0.6267 -2.6234 -3.8294
O 0.1186 -1.7404 -2.9851
C 1.3246 -1.3438 -3.6550
H 2.0288 -1.7989 -5.6759
H 1.9732 -3.1826 -4.5789
H -0.4127 -1.7097 -5.7719
H -0.1343 -3.4540 -5.7929
H -0.5587 -3.6357 -3.4166
H -1.6742 -2.3204 -3.8284
H 1.2160 -0.2968 -3.9580
H 2.1641 -1.4194 -2.9636
*
```